1.
DFT (wB97M-V/def2-TZVPD) results for C4H18O10Sr as an isolated structure at a distorted geometry.

Properties
- energy relative to the best compared isomer or geometry (same formula, charge and spin) (eV) = 0.000
- E (eV) = -25755.288
- E_HOMO (eV) = -7.305
- largest force on an atom (eV/Å) = 2.78
- orbital gap (eV) = 6.791
- total charge = 0

Structure (XYZ):
```
33
Properties=species:S:1:pos:R:3:mulliken_charge:R:1
Sr 9.08 -5.34 15.78 1.5445
C 10.52 -8.71 18.63 -1.1074
C 10.00 -7.57 17.69 0.6619
O 9.94 -6.41 18.17 -0.6569
O 9.65 -7.92 16.51 -0.6961
H 9.71 -9.44 18.71 0.3004
H 10.83 -8.44 19.64 0.2958
H 11.35 -9.19 18.12 0.2861
C 12.45 -2.24 17.44 -1.0466
C 11.09 -3.00 17.47 0.5776
O 10.46 -3.22 16.40 -0.6350
O 10.58 -3.25 18.55 -0.6282
H 12.78 -2.22 16.40 0.2482
H 13.17 -2.78 18.05 0.2919
H 12.30 -1.21 17.74 0.2919
O 10.32 -4.12 13.53 -0.5479
H 10.74 -4.55 12.79 0.2548
H 11.02 -3.62 13.95 0.2556
O 11.58 -5.80 15.49 -0.3649
H 12.06 -6.33 16.14 0.2196
H 12.24 -5.21 15.13 0.2377
O 6.96 -6.57 16.16 -0.4242
H 6.74 -7.45 16.48 0.2230
H 6.13 -6.22 15.85 0.2166
O 7.41 -3.90 17.26 -0.4258
H 6.55 -4.10 17.63 0.2122
H 7.37 -2.97 17.05 0.2657
O 7.44 -4.19 14.08 -0.5587
H 8.30 -3.90 13.77 0.3517
H 6.90 -3.40 14.07 0.2811
O 9.00 -6.88 13.59 -0.3771
H 8.42 -7.59 13.29 0.2310
H 9.54 -6.68 12.83 0.2212
```

---

2.
DFT (wB97M-V/def2-TZVPD) results for a 5-piece molecular cluster, C4H18O4 overall at a distorted geometry.

Properties
- energy relative to the best compared isomer or geometry (same formula, charge and spin) (eV) = 3.053
- E (eV) = -12627.317
- E_HOMO (eV) = -10.484
- largest force on an atom (eV/Å) = 6.83
- orbital gap (eV) = 11.068
- total charge = 0

Structure (XYZ):
```
26
Properties=species:S:1:pos:R:3:mulliken_charge:R:1
C -1.42 0.42 -1.47 -0.9529
C -0.26 1.45 -1.12 -0.3989
C 1.07 0.73 -0.98 0.7446
C 1.83 1.35 0.23 -1.6724
H -0.98 0.25 -2.45 0.3645
H -2.23 1.10 -1.34 0.3606
H -1.44 -0.34 -0.73 0.0829
H -0.59 1.95 -0.21 0.2699
H -0.24 2.21 -1.96 0.2738
H 0.91 -0.32 -0.87 -0.6169
H 1.77 0.81 -1.72 0.5342
H 2.79 0.89 0.17 0.4259
H 1.39 1.00 1.15 0.4249
H 2.13 2.28 0.18 0.4345
O 0.23 -1.81 2.54 -0.6592
H 0.98 -2.44 2.39 0.3503
H 0.17 -1.44 1.70 0.3043
O 0.53 -2.87 -0.98 -0.6203
H 0.87 -2.05 -1.06 0.1005
H -0.42 -3.15 -1.07 0.3113
O -1.73 -2.58 0.60 -0.5819
H -2.53 -2.44 0.24 0.2621
H -1.66 -2.73 1.57 0.3252
O -0.83 2.56 1.89 -0.6990
H -0.23 3.32 1.58 0.3621
H -0.12 1.86 1.71 0.2699
```

---

3.
DFT (wB97M-V/def2-TZVPD) results for a 5-piece molecular cluster, C4H18O7 overall at a distorted geometry.

Properties
- energy relative to the best compared isomer or geometry (same formula, charge and spin) (eV) = 2.539
- E (eV) = -18770.975
- E_HOMO (eV) = -10.306
- largest force on an atom (eV/Å) = 2.55
- orbital gap (eV) = 10.553
- total charge = 0

Structure (XYZ):
```
29
Properties=species:S:1:pos:R:3:mulliken_charge:R:1
O -0.13 -1.85 3.19 -0.5620
C -0.53 -1.54 1.89 0.0759
C -1.73 -2.45 1.49 -0.4340
O -1.32 -3.87 1.37 -0.5516
H 0.61 -1.30 3.44 0.3103
H -0.75 -0.49 1.73 0.1816
H 0.29 -1.85 1.24 0.1847
H -1.89 -2.13 0.46 0.1468
H -2.68 -2.43 2.03 0.3363
H -1.10 -4.21 2.24 0.3204
O -1.40 0.43 -0.94 -0.5224
C -1.74 1.84 -0.64 -0.3076
C -0.67 2.78 -1.16 -0.3024
O -1.02 4.16 -0.70 -0.5206
H -2.14 0.01 -1.39 0.2837
H -2.67 2.10 -1.14 0.3456
H -1.95 2.04 0.41 0.2874
H -0.61 2.58 -2.23 0.2371
H 0.31 2.50 -0.78 0.1978
H -0.18 4.61 -0.76 0.3246
O 3.34 1.87 1.20 -0.6456
H 2.57 2.36 1.47 0.2888
H 3.00 1.14 0.69 0.3563
O 2.70 -1.62 -3.40 -0.6069
H 2.09 -2.36 -3.43 0.3126
H 3.13 -1.63 -4.26 0.2997
O 1.72 -0.10 -0.40 -0.5998
H 0.78 0.02 -0.48 0.2927
H 1.97 -0.62 -1.16 0.2706
```

---

4.
DFT (wB97M-V/def2-TZVPD) results for a 4-piece molecular cluster, C4H19BO5 overall at a distorted geometry.

Properties
- energy relative to the best compared isomer or geometry (same formula, charge and spin) (eV) = 0.000
- E (eV) = -15366.459
- E_HOMO (eV) = -8.927
- largest force on an atom (eV/Å) = 1.37
- orbital gap (eV) = 9.099
- total charge = 0

Structure (XYZ):
```
29
Properties=species:S:1:pos:R:3:mulliken_charge:R:1
O -1.20 -0.12 0.47 -0.3421
H -1.09 -1.09 0.55 0.5566
H -1.85 0.17 -0.32 0.2025
H -0.33 0.30 0.32 0.4522
B -2.36 0.73 -1.94 0.0013
H -3.28 0.87 -2.70 -0.1473
H -2.54 -0.28 -1.29 -0.0878
H -1.32 0.60 -2.54 -0.2293
H -2.22 1.64 -1.14 -0.1825
C 0.43 -2.81 2.75 -0.3411
C -0.57 -3.47 1.84 -0.4736
O -0.62 -2.78 0.57 -0.6102
O -0.06 -1.54 3.12 -0.4929
H 1.38 -2.72 2.22 0.2434
H 0.55 -3.51 3.59 0.3506
H -1.59 -3.50 2.22 0.2790
H -0.29 -4.51 1.65 0.4171
H -0.35 -3.33 -0.16 0.2690
H 0.44 -1.22 3.88 0.2902
C 2.05 3.25 -1.56 -0.5082
C 0.76 2.51 -1.51 -0.3683
O 0.70 1.81 -0.23 -0.6576
O 3.11 2.29 -1.62 -0.5358
H 2.15 3.84 -0.64 0.3013
H 2.09 3.97 -2.38 0.3514
H 0.69 1.73 -2.26 0.2926
H -0.08 3.20 -1.49 0.3295
H 1.51 1.30 -0.19 0.3298
H 3.90 2.68 -1.23 0.3101
```

---

5.
DFT (wB97M-V/def2-TZVPD) results for C4H19CdNO5 as an isolated structure at a distorted geometry.

Properties
- energy relative to the best compared isomer or geometry (same formula, charge and spin) (eV) = 6.739
- E (eV) = -20727.049
- E_HOMO (eV) = -15.110
- largest force on an atom (eV/Å) = 2.48
- orbital gap (eV) = 2.830
- total charge = +2

Structure (XYZ):
```
30
Properties=species:S:1:pos:R:3:mulliken_charge:R:1
Cd 14.05 -9.91 28.99 1.4386
C 12.81 -6.98 33.74 -1.1982
C 11.60 -7.57 33.00 0.0131
C 10.17 -6.88 33.26 -0.7206
O 10.26 -5.53 32.75 -0.3076
C 9.16 -4.77 33.11 -0.8174
N 11.94 -7.37 31.55 -0.5004
H 13.07 -6.02 33.30 0.3583
H 13.61 -7.71 33.62 0.3288
H 12.70 -6.92 34.82 0.3542
H 11.52 -8.63 33.25 0.4001
H 9.98 -6.98 34.33 0.4560
H 9.40 -7.44 32.72 0.4124
H 9.30 -3.79 32.65 0.2820
H 9.08 -4.49 34.16 0.3347
H 8.17 -5.10 32.84 0.3328
H 11.02 -7.09 31.23 0.3161
H 12.32 -6.44 31.65 0.3477
O 15.76 -11.90 27.09 -0.6108
H 15.69 -12.86 27.02 0.3272
H 16.60 -11.69 26.67 0.3301
O 14.24 -7.93 26.29 -0.6126
H 14.57 -8.20 25.44 0.3279
H 13.92 -7.04 26.15 0.3265
O 15.14 -12.04 31.51 -0.6140
H 15.25 -12.03 32.46 0.3206
H 15.51 -12.88 31.24 0.3269
O 16.69 -8.26 30.12 -0.6186
H 17.07 -7.45 29.79 0.3318
H 17.43 -8.76 30.44 0.3346
```

---

6.
DFT (wB97M-V/def2-TZVPD) results for C4H19N10 as an isolated structure at a distorted geometry.

Properties
- energy relative to the best compared isomer or geometry (same formula, charge and spin) (eV) = 1.313
- E (eV) = -19349.774
- E_HOMO (eV) = -12.062
- largest force on an atom (eV/Å) = 5.15
- orbital gap (eV) = 9.762
- total charge = +1

Structure (XYZ):
```
33
Properties=species:S:1:pos:R:3:mulliken_charge:R:1
C -0.65 -0.97 0.06 0.2074
C 0.84 0.88 1.05 0.7979
C 0.10 -1.38 -1.26 -0.2610
C -0.30 2.45 0.88 0.1536
N -0.01 -0.16 1.11 -0.3518
N -1.96 -0.30 -0.16 -0.6578
N -0.95 -2.15 0.90 -0.6930
N 1.78 0.97 0.08 -0.5345
N 1.43 1.20 2.35 -0.8657
N 1.50 -1.73 -1.05 -0.5989
N -0.55 -2.60 -1.77 -0.3183
N 0.07 3.54 1.51 -0.3088
N -1.24 2.38 0.01 -0.2741
N 0.13 -0.44 -2.39 -0.5633
H 0.01 -0.68 1.90 0.2994
H -2.48 -0.71 -0.91 0.2500
H -2.52 -0.35 0.64 0.2565
H -1.62 -2.70 0.43 0.3356
H -0.05 -2.81 0.81 0.3206
H 2.62 1.38 0.39 0.3314
H 1.98 0.02 -0.54 0.3935
H 0.75 1.54 3.03 0.2409
H 1.90 0.36 2.71 0.2760
H 1.87 -2.00 -2.01 0.3425
H 1.68 -2.35 -0.20 0.2168
H -0.02 -3.13 -2.38 0.2395
H -1.49 -2.51 -2.04 0.1898
H 0.62 3.40 2.27 0.1832
H -0.36 4.47 1.39 0.2462
H -2.00 3.04 -0.11 0.2977
H -1.59 1.47 -0.30 0.2839
H -0.44 0.28 -2.24 0.2326
H 1.15 -0.09 -2.55 0.3323
```

---

7.
DFT (wB97M-V/def2-TZVPD) results for a 5-piece molecular cluster, C4H19N2O4 overall at a distorted geometry.

Properties
- energy relative to the best compared isomer or geometry (same formula, charge and spin) (eV) = 2.226
- E (eV) = -15619.278
- E_HOMO (eV) = -10.492
- largest force on an atom (eV/Å) = 2.87
- orbital gap (eV) = 7.619
- total charge = +1

Structure (XYZ):
```
29
Properties=species:S:1:pos:R:3:mulliken_charge:R:1
C 1.86 -0.01 1.46 -0.6508
C 1.89 0.07 -0.09 -0.6642
C 0.54 0.56 -0.50 -0.2365
C -0.02 1.31 0.60 -0.8133
N -0.33 -0.32 -1.31 -0.1250
N 0.53 0.55 1.90 -0.0510
H 1.89 -1.02 1.86 0.2971
H 2.67 0.55 1.93 0.3401
H 2.17 -0.90 -0.51 0.3585
H 2.70 0.74 -0.40 0.2295
H 0.42 2.31 0.70 0.3804
H -1.11 1.36 0.69 0.3376
H -0.53 -1.24 -0.90 0.2094
H 0.09 -0.48 -2.22 0.3970
H -1.23 0.12 -1.59 0.3389
H -0.12 -0.22 2.10 0.2929
H 0.65 1.18 2.69 0.3651
H -1.01 -2.33 1.54 0.3789
H -1.56 -2.06 2.99 0.2998
O -0.87 -1.82 2.36 -0.6736
H -2.92 2.11 -2.08 0.3120
H -1.42 1.95 -2.43 0.3781
O -2.23 1.45 -2.23 -0.7092
H 0.84 3.01 -2.37 0.2321
H 0.54 1.71 -1.53 0.6622
O 0.28 2.23 -2.33 -0.8181
H -0.57 -4.01 -0.02 0.3169
H -2.01 -3.57 -0.28 0.3205
O -1.14 -3.23 -0.02 -0.7056
```

---

8.
DFT (wB97M-V/def2-TZVPD) results for a 6-piece molecular cluster, C4H19N2O7 overall at a distorted geometry.

Properties
- energy relative to the best compared isomer or geometry (same formula, charge and spin) (eV) = 0.297
- E (eV) = -21771.639
- E_HOMO (eV) = -6.198
- largest force on an atom (eV/Å) = 2.35
- orbital gap (eV) = 9.418
- total charge = -1

Structure (XYZ):
```
32
Properties=species:S:1:pos:R:3:mulliken_charge:R:1
C 0.11 -1.37 0.62 -0.5600
C 0.96 -1.40 1.92 -0.8439
C 1.26 0.07 2.28 -0.3477
O 0.11 0.47 3.05 -0.6178
N 0.89 -0.81 -0.49 0.0495
C 0.61 0.15 -1.44 0.4446
N -0.54 0.91 -1.35 -0.4358
O 1.42 0.29 -2.37 -0.8927
H -0.14 -2.42 0.33 0.3221
H -0.81 -0.81 0.77 0.2115
H 0.28 -1.64 2.72 0.3888
H 1.88 -1.97 1.93 0.4228
H 2.15 0.09 2.95 0.3241
H 1.50 0.74 1.47 0.2174
H 1.82 -1.19 -0.62 0.4135
H -0.39 1.67 -2.01 0.2627
H -1.04 1.17 -0.36 0.3511
H -1.52 -0.40 -2.89 0.3543
H -1.47 -1.67 -1.89 0.2991
O -1.62 -1.35 -2.79 -0.6595
H 0.40 3.41 1.77 0.2898
H -0.07 2.55 0.57 0.3274
O 0.48 3.31 0.83 -0.7026
H -0.50 0.94 2.45 0.3630
H -2.28 2.08 0.69 0.1401
O -1.63 1.38 0.89 -1.0286
H -3.80 -0.83 0.85 0.2546
H -3.07 0.61 1.26 0.4343
O -3.86 0.01 1.33 -0.7003
H 2.08 -2.53 -2.34 0.2986
H 2.44 -1.14 -2.62 0.3578
O 2.90 -2.01 -2.44 -0.7382
```

---

9.
DFT (wB97M-V/def2-TZVPD) results for a 6-piece molecular cluster, C4H19N2O7 overall at a distorted geometry.

Properties
- energy relative to the best compared isomer or geometry (same formula, charge and spin) (eV) = 2.856
- E (eV) = -21769.080
- E_HOMO (eV) = -4.684
- largest force on an atom (eV/Å) = 5.90
- orbital gap (eV) = 7.913
- total charge = -1

Structure (XYZ):
```
32
Properties=species:S:1:pos:R:3:mulliken_charge:R:1
N 0.97 -0.55 -0.33 -0.4767
C -0.35 -0.95 -0.86 0.7569
C -1.52 -0.03 -0.42 -0.5253
C -1.91 -0.10 1.07 -0.3579
O -1.05 0.76 1.73 -1.0095
C -0.37 -0.99 -2.28 0.0066
N 0.70 -1.65 -2.87 -0.3207
O -1.33 -0.74 -2.97 -0.6134
H 0.97 -0.40 0.64 0.0458
H 1.37 0.30 -0.85 0.2405
H -0.63 -1.98 -0.47 0.1382
H -2.55 -0.20 -0.86 0.2578
H -1.34 1.02 -0.63 0.1642
H -1.53 -1.17 1.29 0.1626
H -3.00 -0.01 1.31 0.3723
H 0.96 -1.94 -3.78 0.1651
H 1.35 -1.75 -2.18 0.2159
H 2.02 2.25 0.78 0.3035
H 0.38 1.99 0.44 0.3130
O 1.28 2.23 0.04 -0.7701
H 2.25 -2.05 1.89 0.2767
H 1.93 -2.30 0.64 0.3305
O 2.73 -2.22 1.14 -0.6282
H -2.08 -0.23 4.07 0.2867
H -1.98 0.97 3.25 0.3950
O -2.31 0.70 4.05 -0.6685
H 1.48 3.39 -2.61 0.3257
H 0.87 2.67 -1.74 0.3124
O 0.84 2.71 -2.67 -0.5796
H 0.22 0.14 2.27 0.4079
H 1.25 0.10 3.42 0.2645
O 1.25 -0.05 2.50 -0.7922
```

---

10.
DFT (wB97M-V/def2-TZVPD) results for a 5-piece molecular cluster, C4H19NO5 overall at a distorted geometry.

Properties
- energy relative to the best compared isomer or geometry (same formula, charge and spin) (eV) = 0.937
- E (eV) = -16183.328
- E_HOMO (eV) = -9.235
- largest force on an atom (eV/Å) = 1.42
- orbital gap (eV) = 9.312
- total charge = 0

Structure (XYZ):
```
29
Properties=species:S:1:pos:R:3:mulliken_charge:R:1
C -0.18 1.56 -1.44 -1.2692
N 0.62 0.69 -0.58 -0.0002
C 0.00 -0.59 -0.31 -0.5066
C 0.41 -1.10 1.08 -0.1563
C -0.45 -2.28 1.49 -0.7653
O -1.84 -1.96 1.58 -0.4909
H 0.40 2.40 -1.87 0.3746
H -0.63 1.07 -2.30 0.4058
H -0.98 2.03 -0.83 0.3164
H 0.87 1.13 0.30 0.2968
H -1.11 -0.60 -0.31 0.2884
H 0.30 -1.33 -1.09 0.2687
H 1.52 -1.27 1.09 0.2612
H 0.27 -0.28 1.80 0.0814
H -0.16 -2.75 2.44 0.3585
H -0.43 -3.02 0.69 0.3017
H -1.95 -1.31 2.28 0.3094
O 1.72 0.17 -3.58 -0.6154
H 1.84 0.73 -2.80 0.2445
H 2.58 -0.26 -3.61 0.3482
O -3.72 0.26 0.17 -0.6569
H -4.08 -0.62 0.34 0.3487
H -2.80 0.12 0.40 0.3371
O -0.54 1.68 2.31 -0.5547
H -1.06 2.45 2.06 0.2777
H -0.33 1.85 3.24 0.2622
O 3.46 0.31 -1.16 -0.7122
H 2.49 0.36 -1.10 0.3517
H 3.79 0.57 -0.28 0.2944
```

---

11.
DFT (wB97M-V/def2-TZVPD) results for a 6-piece molecular cluster, C4H19NO6 overall at a distorted geometry.

Properties
- energy relative to the best compared isomer or geometry (same formula, charge and spin) (eV) = 1.372
- E (eV) = -18231.040
- E_HOMO (eV) = -9.812
- largest force on an atom (eV/Å) = 3.26
- orbital gap (eV) = 10.145
- total charge = 0

Structure (XYZ):
```
30
Properties=species:S:1:pos:R:3:mulliken_charge:R:1
C 0.90 -0.63 1.77 -1.5015
C 0.06 -0.07 0.67 0.4045
O -0.98 -0.62 0.26 -0.5152
N 0.50 1.00 -0.04 0.4904
C 1.66 1.81 0.44 -1.1174
C -0.13 1.46 -1.22 -1.0931
H 1.27 0.09 2.48 0.5110
H 0.30 -1.32 2.41 0.3601
H 1.66 -1.30 1.36 0.3787
H 1.51 2.85 0.22 0.4289
H 2.53 1.37 -0.05 0.3330
H 1.81 1.64 1.51 0.2810
H 0.34 2.28 -1.79 0.4324
H -0.27 0.75 -2.02 0.3572
H -1.12 1.94 -1.21 0.3230
O 0.37 -2.34 -2.16 -0.6435
H 0.27 -2.42 -1.20 0.3491
H -0.50 -2.63 -2.45 0.2834
O -3.40 1.48 0.23 -0.6706
H -3.28 1.27 -0.71 0.3538
H -2.55 1.13 0.55 0.2835
O -1.02 0.94 3.16 -0.6317
H -1.16 1.89 3.13 0.3297
H -1.48 0.57 2.39 0.3213
O -1.10 -3.13 0.00 -0.7049
H -1.80 -2.47 -0.08 0.3681
H -0.81 -2.97 0.91 0.2820
O 2.49 -0.63 -2.96 -0.6248
H 1.59 -0.64 -3.31 0.2939
H 2.35 -1.30 -2.28 0.3375
```

---

12.
DFT (wB97M-V/def2-TZVPD) results for a 6-piece molecular cluster, C4H19NO7 overall at a distorted geometry.

Properties
- energy relative to the best compared isomer or geometry (same formula, charge and spin) (eV) = 3.173
- E (eV) = -20267.007
- E_HOMO (spin up / spin down) (eV) = -13.937 / -13.921
- largest force on an atom (eV/Å) = 5.40
- orbital gap (spin up / spin down) (eV) = 9.425 / 3.837
- total charge = +1
- 2S+1 = 2

Structure (XYZ):
```
31
Properties=species:S:1:pos:R:3:mulliken_spin:R:1
C 0.05 -0.06 0.89 -0.0249
C 0.87 0.93 1.62 -0.0093
O 0.02 1.68 2.42 0.0243
C 0.77 -0.32 -0.36 -0.1069
N 0.67 -1.62 -0.88 0.6705
C 1.52 -2.04 -2.04 -0.0123
O 1.31 0.67 -0.88 0.3755
H -0.03 -0.96 1.39 -0.0070
H -0.94 0.32 0.63 -0.0048
H 1.51 1.61 1.10 0.0081
H 1.52 0.33 2.41 0.0039
H 0.44 2.40 2.98 -0.0014
H 0.23 -2.46 -0.41 -0.0311
H 2.13 -2.89 -1.64 0.0363
H 0.96 -2.30 -2.95 0.0463
H 2.20 -1.34 -2.35 0.0128
H -2.16 2.14 -1.64 0.0000
H -2.60 2.21 -0.21 0.0002
O -2.90 2.00 -1.10 0.0001
H -3.73 0.26 -0.61 -0.0001
H -3.38 -0.69 -1.65 -0.0002
O -3.78 -0.64 -0.81 0.0024
H -1.82 -2.78 1.86 0.0000
H -0.25 -2.96 1.90 -0.0005
O -1.03 -2.72 2.41 -0.0002
H 3.03 0.41 -1.22 -0.0008
H 3.93 -0.32 -0.14 -0.0007
O 3.88 0.12 -1.07 0.0203
H -0.21 2.55 -0.09 -0.0006
H -1.27 3.27 0.67 -0.0001
O -0.93 3.19 -0.20 0.0002
```

---

Look up the energy relative to the best compared isomer or geometry (same formula, charge and spin) of the eighth one. 0.297 eV

---

Number 5 is which compound? C4H19CdNO5

---

What is the E in the twelfth record? -20267.007 eV